a) Here is a single C4H5NO2 molecule from OMol25. Energies are from wB97M-V/def2-TZVPD.

2S+1: 1
Structure (SMILES): C=C(C=O)C(N)=O
Lowest unoccupied orbital energy in hartree: -0.029
HOMO level in eV: -9.8
Molar mass in g mol⁻¹: 99.09

XYZ file:
```
12
C4H5NO2 (wB97M-V/def2-TZVPD)
O 0.253 0.572 2.232
O -1.351 0.374 -1.754
N -1.723 0.649 0.389
C -0.822 0.367 -0.709
C 0.967 0.298 1.240
C 0.487 -0.059 -0.230
C 1.121 -1.077 -0.942
H 0.399 -1.719 -1.709
H -2.392 1.249 -0.122
H -1.254 0.808 1.393
H 2.120 0.215 1.235
H 2.195 -1.678 -1.023
```



b) Here is a single C4H5NO2 molecule from OMol25. Energies are from wB97M-V/def2-TZVPD.

2S+1: 1
Structure (SMILES): Cc1cc(O)no1
Lowest unoccupied orbital energy in hartree: 0.018
HOMO level in eV: -8.4
Molar mass in g mol⁻¹: 99.09

XYZ file:
```
12
C4H5NO2 (wB97M-V/def2-TZVPD)
O 0.334 -1.419 0.134
O -2.856 -0.073 0.101
N -1.009 -1.316 -0.491
C 1.944 0.334 -0.241
C 0.571 -0.100 0.088
C -1.530 -0.191 0.082
C -0.546 0.668 0.508
H -0.592 1.673 0.893
H 2.544 -0.492 -0.627
H 1.922 1.152 -0.965
H -3.214 -0.941 -0.149
H 2.431 0.706 0.668
```



Which structure loses on stability? b) does.



a) Here is a single C4H5NO2 molecule from OMol25. Energies are from wB97M-V/def2-TZVPD.

2S+1: 1
Structure (SMILES): Cc1coc(=O)[nH]1
Lowest unoccupied orbital energy in hartree: 0.027
HOMO level in eV: -9.1
Molar mass in g mol⁻¹: 99.09

XYZ file:
```
12
C4H5NO2 (wB97M-V/def2-TZVPD)
O 0.023 -2.043 -0.185
O -2.310 -1.704 -0.014
N -0.913 -0.031 -0.902
C 0.271 0.183 -0.083
C 0.806 -0.996 0.240
C -1.268 -1.293 -0.389
C 0.544 1.527 0.476
H -0.690 -0.107 -1.905
H -0.345 1.926 0.985
H 1.349 1.450 1.211
H 1.686 -1.174 0.857
H 0.827 2.233 -0.306
```



b) Here is 2 unconnected molecules or ions with the total composition C4H5NO2 from OMol25. Energies are from wB97M-V/def2-TZVPD.

2S+1: 1
Structure (SMILES): O=CCC=O.C#N
Lowest unoccupied orbital energy in hartree: 0.015
HOMO level in eV: -10.2
Molar mass in g mol⁻¹: 99.09

XYZ file:
```
12
C4H5NO2 (wB97M-V/def2-TZVPD)
O -0.478 0.004 -1.567
O 2.041 -1.894 1.009
N -0.670 2.626 0.706
C -0.078 -0.817 0.649
C 1.429 -0.979 0.523
C -0.661 2.613 -0.448
C -0.714 -0.832 -0.724
H -1.403 -1.670 -0.944
H -0.278 0.170 1.091
H 1.931 -0.188 -0.067
H -0.650 2.575 -1.518
H -0.470 -1.609 1.290
```



Which structure loses on stability? b) does.



a) Here is a molecular structure, C4H5NO2 from OMol25. Energies are from wB97M-V/def2-TZVPD.

2S+1: 1
Lowest unoccupied orbital energy in hartree: 0.027
HOMO level in eV: -9.1
Molar mass in g mol⁻¹: 99.09

XYZ file:
```
12
C4H5NO2 (wB97M-V/def2-TZVPD)
O -1.212 0.272 -1.371
O -1.262 -1.964 -0.765
N 0.761 -0.912 1.317
C -0.766 -0.875 -0.708
C 0.697 1.112 -0.252
C 0.222 -0.268 0.184
C -0.742 1.083 -0.322
H -1.462 1.490 0.369
H 0.009 -1.507 1.742
H 1.287 1.167 -1.155
H 1.091 1.670 0.599
H 1.303 -1.234 0.358
```



b) Here is a single C4H5NO2 molecule from OMol25. Energies are from wB97M-V/def2-TZVPD.

2S+1: 1
Structure (SMILES): C=C=C(CO)N=O
Lowest unoccupied orbital energy in hartree: -0.026
HOMO level in eV: -9.3
Molar mass in g mol⁻¹: 99.09

XYZ file:
```
12
C4H5NO2 (wB97M-V/def2-TZVPD)
O 1.085 1.565 -1.461
O -2.356 0.874 0.232
N -0.014 1.136 -1.219
C -1.525 -0.257 0.119
C 2.188 -0.792 0.694
C -0.092 0.131 -0.167
C 1.014 -0.360 0.338
H -1.595 -0.810 1.058
H 2.764 -0.307 1.477
H 2.628 -1.651 0.192
H -1.870 -0.924 -0.688
H -2.227 1.395 -0.574
```



c) Here is a single C4H5NO2 molecule from OMol25. Energies are from wB97M-V/def2-TZVPD.

2S+1: 1
Lowest unoccupied orbital energy in hartree: -0.002
HOMO level in eV: -8.7
Molar mass in g mol⁻¹: 99.09

XYZ file:
```
12
C4H5NO2 (wB97M-V/def2-TZVPD)
O -0.429 -1.788 -1.164
O 0.487 -0.317 2.098
N 1.541 0.239 -0.888
C -1.148 -1.022 -0.555
C -0.717 0.323 -0.094
C -0.053 0.554 1.465
C 0.596 0.867 -0.235
H 1.367 -0.611 -1.420
H -0.444 1.495 1.869
H 2.501 0.534 -0.782
H -2.178 -1.323 -0.277
H -1.524 1.049 -0.017
```



d) Here is a single C4H5NO2 molecule from OMol25. Energies are from wB97M-V/def2-TZVPD.

2S+1: 1
Structure (SMILES): CC1=C(O)N1C=O
Lowest unoccupied orbital energy in hartree: 0.018
HOMO level in eV: -8.4
Molar mass in g mol⁻¹: 99.09

XYZ file:
```
12
C4H5NO2 (wB97M-V/def2-TZVPD)
O -2.092 0.464 -0.544
O 0.923 -2.291 -0.358
N -0.491 -0.511 0.831
C 0.596 0.207 -0.043
C 0.997 1.604 -0.255
C -1.787 -0.363 0.280
C 0.544 -1.064 -0.028
H 1.281 2.070 0.695
H -2.528 -1.032 0.756
H 1.850 1.653 -0.938
H 0.544 -2.906 0.287
H 0.164 2.168 -0.685
```



Which structure loses on stability? b) does.



a) Here is a single C4H5NO2 molecule from OMol25. Energies are from wB97M-V/def2-TZVPD.

2S+1: 1
Structure (SMILES): Nc1cc(O)co1
Lowest unoccupied orbital energy in hartree: 0.029
HOMO level in eV: -8.0
Molar mass in g mol⁻¹: 99.09

XYZ file:
```
12
C4H5NO2 (wB97M-V/def2-TZVPD)
O -0.601 1.343 0.159
O 2.611 -0.154 0.153
N -2.250 -0.232 -0.418
C -0.922 0.055 -0.106
C 0.196 -0.717 -0.155
C 1.290 0.168 0.107
C 0.766 1.400 0.311
H -2.323 -1.098 -0.935
H -2.895 -0.235 0.363
H 2.673 -1.103 0.316
H 1.212 2.347 0.573
H 0.244 -1.776 -0.368
```



b) Here is a single C4H5NO2 molecule from OMol25. Energies are from wB97M-V/def2-TZVPD.

2S+1: 1
Structure (SMILES): O=C1CCN=CO1
Lowest unoccupied orbital energy in hartree: 0.027
HOMO level in eV: -10.1
Molar mass in g mol⁻¹: 99.09

XYZ file:
```
12
C4H5NO2 (wB97M-V/def2-TZVPD)
O -0.425 -0.834 -1.285
O 0.882 0.776 -2.365
N -0.369 -0.955 1.031
C -0.589 0.506 0.907
C 0.652 0.855 0.104
C 0.470 0.457 -1.301
C -0.390 -1.511 -0.123
H 1.155 1.830 0.241
H 1.015 -0.202 0.640
H -0.301 -2.603 -0.192
H -0.533 0.979 1.887
H -1.568 0.702 0.458
```



c) Here is a single C4H5NO2 molecule from OMol25. Energies are from wB97M-V/def2-TZVPD.

2S+1: 1
Structure (SMILES): O=C1NC[C@H]2O[C@@H]12
Lowest unoccupied orbital energy in hartree: 0.032
HOMO level in eV: -9.9
Molar mass in g mol⁻¹: 99.09

XYZ file:
```
12
C4H5NO2 (wB97M-V/def2-TZVPD)
O 0.497 -2.394 -0.806
O 0.128 -0.030 1.632
N -0.869 -0.515 -0.804
C 0.235 -1.282 -0.415
C -0.688 0.891 -0.460
C 0.408 0.878 0.589
C 1.009 -0.456 0.584
H -1.618 1.357 -0.125
H 2.015 -0.718 0.887
H -1.754 -0.945 -0.584
H 0.969 1.772 0.844
H -0.332 1.441 -1.340
```



d) Here is a single C4H5NO2 molecule from OMol25. Energies are from wB97M-V/def2-TZVPD.

2S+1: 1
Lowest unoccupied orbital energy (spin up / spin down) in hartree: 0.011 / 0.011
HOMO level (spin up / spin down) in eV: -7.6 / -7.6
Molar mass in g mol⁻¹: 99.09

XYZ file:
```
12
C4H5NO2 (wB97M-V/def2-TZVPD)
O 0.067 -1.691 0.684
O -2.336 0.273 -1.014
N 2.227 0.352 0.501
C -1.087 -1.411 0.230
C 0.924 0.134 0.634
C -0.036 0.555 -0.267
C -1.191 -0.186 -0.426
H 0.096 1.491 -0.800
H -2.340 1.232 -0.906
H -1.977 -2.029 0.419
H 2.835 0.475 1.299
H 2.668 0.508 -0.399
```



Which structure loses on stability? d) does.



a) Here is 2 unconnected molecules or ions with the total composition C4H5NO2 from OMol25. Energies are from wB97M-V/def2-TZVPD.

2S+1: 1
Structure (SMILES): C=CC=O.N=C=O
Lowest unoccupied orbital energy in hartree: 0.013
HOMO level in eV: -9.9
Molar mass in g mol⁻¹: 99.09

XYZ file:
```
12
C4H5NO2 (wB97M-V/def2-TZVPD)
O 1.453 1.340 0.273
O 0.664 -1.833 0.984
N -0.808 1.789 0.900
C 0.353 1.553 0.561
C 0.924 -1.288 -0.063
C -1.353 -0.526 -0.469
C -0.094 -0.589 -0.896
H -1.608 -1.019 0.464
H 1.963 -1.270 -0.446
H -0.518 2.554 1.514
H 0.258 -0.050 -1.771
H -2.138 0.020 -0.982
```



b) Here is a single C4H5NO2 molecule from OMol25. Energies are from wB97M-V/def2-TZVPD.

2S+1: 1
Structure (SMILES): O=C[C@H]1CN=CO1
Lowest unoccupied orbital energy in hartree: 0.023
HOMO level in eV: -9.9
Molar mass in g mol⁻¹: 99.09

XYZ file:
```
12
C4H5NO2 (wB97M-V/def2-TZVPD)
O 0.296 -1.096 -0.782
O -2.332 0.598 0.817
N 1.765 0.034 0.525
C -0.382 0.140 -0.490
C -1.768 -0.149 0.054
C 1.504 -0.987 -0.170
C 0.564 0.866 0.491
H 0.804 1.880 0.163
H 2.169 -1.827 -0.344
H -0.503 0.683 -1.437
H 0.124 0.937 1.493
H -2.241 -1.079 -0.320
```



c) Here is a single C4H5NO2 molecule from OMol25. Energies are from wB97M-V/def2-TZVPD.

2S+1: 1
Lowest unoccupied orbital energy (spin up / spin down) in hartree: -0.040 / -0.040
HOMO level (spin up / spin down) in eV: -8.9 / -8.9
Molar mass in g mol⁻¹: 99.09

XYZ file:
```
12
C4H5NO2 (wB97M-V/def2-TZVPD)
O 0.120 0.222 -0.700
O -0.069 0.928 3.232
N 0.102 0.651 2.025
C -0.225 1.626 1.114
C -0.313 1.391 -0.215
C 0.358 -1.965 -1.250
C -0.550 -0.893 -0.750
H 0.147 -2.856 -0.682
H 0.048 -2.090 -2.203
H -0.484 2.190 -0.862
H 1.437 -1.787 -1.198
H -0.573 2.583 1.489
```



Which structure loses on stability? c) does.



a) Here is a single C4H5NO2 molecule from OMol25. Energies are from wB97M-V/def2-TZVPD.

2S+1: 1
Structure (SMILES): Nc1cc(O)co1
Lowest unoccupied orbital energy in hartree: 0.029
HOMO level in eV: -8.0
Molar mass in g mol⁻¹: 99.09

XYZ file:
```
12
C4H5NO2 (wB97M-V/def2-TZVPD)
O 1.051 -0.973 0.451
O -2.234 -1.083 -0.866
N 1.871 1.238 0.439
C -1.005 -0.767 -0.374
C 0.807 0.354 0.274
C -0.081 -1.650 0.071
C -0.442 0.540 -0.231
H -0.104 -2.724 0.179
H 1.774 2.053 -0.152
H -0.904 1.483 -0.491
H 2.102 1.506 1.387
H -2.797 -0.307 -0.771
```



b) Here is 2 unconnected molecules or ions with the total composition C4H5NO2 from OMol25. Energies are from wB97M-V/def2-TZVPD.

2S+1: 1
Lowest unoccupied orbital energy (spin up / spin down) in hartree: -0.013 / -0.011
HOMO level (spin up / spin down) in eV: -7.8 / -9.2
Molar mass in g mol⁻¹: 99.09

XYZ file:
```
12
C4H5NO2 (wB97M-V/def2-TZVPD)
O 2.272 -1.694 -1.064
O 1.281 0.328 1.458
N -0.278 -0.417 0.097
C 1.892 -0.817 -0.415
C -1.705 -0.576 -0.110
C -1.085 0.754 -0.245
C 2.039 0.263 0.502
H -2.014 -1.118 -0.998
H -0.969 1.187 -1.238
H -1.234 1.496 0.542
H -2.280 -0.810 0.790
H 2.624 1.109 0.142
```



Which structure loses on stability? b) does.